## i
ORCA calculation (wB97M-V/def2-TZVPD) on a gas-phase ion, C4H12N2S (charge +1).

```
! RIJCOSX wB97M-V def2-TZVPD def2/J DEFGRID3
* xyz 1 2
S -0.970 -0.153 2.534
N 0.394 -0.750 -0.876
N 0.658 2.069 -1.704
C 0.907 -1.161 0.421
C 0.001 -1.566 1.744
C -0.285 1.647 -0.657
C -0.746 0.240 -1.001
H 0.165 1.745 0.395
H 1.559 -0.384 0.743
H -1.195 2.357 -0.618
H 0.058 0.365 3.260
H -0.892 -2.298 1.450
H 1.281 -2.232 0.311
H -1.676 -0.083 -0.473
H -1.169 0.229 -2.077
H 0.962 1.056 -1.990
H 0.170 2.460 -2.601
H 0.722 -1.982 2.508
H 0.056 -1.557 -1.367
*
```

Summary:
Kohn-Sham gap (alpha / beta) (eV): 10.594 / 4.587
Highest occupied orbital energy (alpha / beta) (eV): -13.70 / -13.06

***

## ii
ORCA calculation (wB97M-V/def2-TZVPD) on a gas-phase ion, C4H12N2S (charge +1).

```
! RIJCOSX wB97M-V def2-TZVPD def2/J DEFGRID3
* xyz 1 2
S -2.174 -2.166 1.621
N 0.526 -0.885 1.048
N 0.751 1.683 -0.600
C 2.015 1.197 -1.132
C -0.370 0.771 -0.714
C -1.838 -1.008 0.296
C -0.625 -0.126 0.540
H 1.383 -0.800 0.511
H 0.851 1.884 0.352
H -0.884 0.582 1.325
H -2.773 -0.502 0.199
H 2.848 1.687 -0.636
H -1.291 1.354 -0.778
H -1.654 -1.561 -0.584
H -1.048 -1.973 2.341
H 2.161 0.125 -1.037
H 2.090 1.466 -2.172
H 0.351 -1.891 0.990
H -0.318 0.163 -1.571
*
```

Summary:
Kohn-Sham gap (alpha / beta) (eV): 8.661 / 3.183
Highest occupied orbital energy (alpha / beta) (eV): -12.41 / -12.36

***

ii wins, 0.534 eV ahead of the next structure.

***

## i
ORCA calculation (wB97M-V/def2-TZVPD) on a single C8H6N2O2 molecule.

```
! RIJCOSX wB97M-V def2-TZVPD def2/J DEFGRID3
* xyz 0 1
O 0.944 -2.548 0.787
O -1.558 -1.488 1.138
N -1.366 -1.129 -2.281
N -2.766 2.007 0.536
C 1.710 0.726 -0.585
C 0.415 1.460 -0.352
C 1.894 -0.538 -0.205
C 0.902 -1.452 0.347
C -1.182 -0.881 -1.180
C -1.857 1.339 0.709
C -0.546 0.686 0.596
C -0.832 -0.806 0.226
H 0.749 2.417 0.305
H 2.795 -0.907 -0.475
H -0.176 1.663 -1.197
H -1.449 -2.437 1.017
H -0.266 0.777 1.682
H 2.588 1.111 -1.065
*
```

Summary:
Kohn-Sham gap (eV): 9.143
Highest occupied orbital energy (eV): -9.76
SMILES string: N#C[C@@H]1CC=CC(=O)[C@]1(O)C#N

***

## ii
ORCA calculation (wB97M-V/def2-TZVPD) on 2 unconnected molecules or ions with the total composition C8H6N2O2.

```
! RIJCOSX wB97M-V def2-TZVPD def2/J DEFGRID3
* xyz 0 1
O -3.601 1.832 1.553
O -3.225 -1.992 -0.383
N -4.378 0.980 1.541
N -5.207 0.246 1.594
C -0.129 -1.627 -2.340
C -0.010 -0.791 -1.260
C -0.682 -0.101 0.961
C -1.056 -0.799 -0.287
C 0.995 0.136 -1.115
C 1.206 0.906 -0.025
C -2.205 -1.481 -0.304
C 0.371 0.669 1.108
H 2.190 1.448 0.057
H -1.022 -2.248 -2.417
H 1.689 0.034 -1.965
H 0.572 1.106 2.115
H 0.597 -1.797 -3.156
H -1.157 -0.273 1.904
*
```

Summary:
Kohn-Sham gap (alpha / beta) (eV): 7.221 / 7.217
Highest occupied orbital energy (alpha / beta) (eV): -7.26 / -7.26
SMILES string: C=c1ccccc1=C=O.N#[N+][O-]

***

## iii
ORCA calculation (wB97M-V/def2-TZVPD) on a single C8H6N2O2 molecule.

```
! RIJCOSX wB97M-V def2-TZVPD def2/J DEFGRID3
* xyz 0 1
O 3.673 -1.037 0.797
O 1.889 1.048 -1.296
N 0.297 -1.032 -0.322
N 2.527 0.549 -0.422
C -1.863 -0.062 -0.418
C 0.000 1.171 0.838
C -0.487 -0.016 0.182
C 1.525 -1.346 -0.387
C -1.677 -0.853 0.801
C 2.873 -0.536 0.041
C -2.678 0.485 -1.235
C 0.600 2.052 1.381
H -3.707 0.231 -1.464
H -2.386 1.212 -1.990
H -1.555 -1.902 0.608
H -2.221 -0.534 1.751
H 1.918 -2.301 -0.582
H 1.271 2.871 1.717
*
```

Summary:
Kohn-Sham gap (alpha / beta) (eV): 7.556 / 7.445
Highest occupied orbital energy (alpha / beta) (eV): -9.09 / -9.01
SMILES string: C#C[C@@]1(/N=C\C(=O)N=O)CC1=C

***

## iv
ORCA calculation (wB97M-V/def2-TZVPD) on a single C8H6N2O2 molecule.

```
! RIJCOSX wB97M-V def2-TZVPD def2/J DEFGRID3
* xyz 0 1
O -1.615 -2.120 1.629
O -3.077 -0.296 0.306
N 0.278 -1.200 0.798
N -1.255 0.697 -0.518
C 0.934 -0.223 0.088
C 2.301 -0.128 0.034
C 2.872 0.895 -0.699
C 0.145 0.735 -0.533
C -1.076 -1.283 0.923
C -1.781 -0.276 0.096
C 0.728 1.810 -1.216
C 2.084 1.871 -1.347
H 2.968 -0.825 0.589
H 0.873 -1.879 1.311
H 3.966 0.967 -0.707
H 2.547 2.625 -1.961
H 0.111 2.525 -1.700
H -3.332 -0.969 0.954
*
```

Summary:
Kohn-Sham gap (eV): 8.914
Highest occupied orbital energy (eV): -8.66
SMILES string: O=c1[nH]c2ccccc2nc1O

***

iv wins, 3.830 eV ahead of the next structure.